Entry 1:
C22H56Fe2O10 | wB97M-V/def2-TZVPD

Positions of all 90 atoms, in Å:
1 Fe 16.821 13.258 26.782
2 Fe 13.499 13.052 23.997
3 C 15.979 12.533 24.522
4 O 17.187 12.540 24.827
5 O 15.439 12.424 23.388
6 O 15.235 13.041 25.343
7 C 11.743 10.110 26.259
8 C 13.064 10.562 25.648
9 C 14.041 9.360 25.395
10 O 12.873 11.143 24.379
11 H 11.787 9.630 27.236
12 H 11.216 9.401 25.619
13 H 11.077 10.970 26.327
14 H 13.591 11.230 26.328
15 H 14.189 8.699 26.248
16 H 15.011 9.744 25.080
17 H 13.676 8.755 24.564
18 H 12.466 10.498 23.797
19 C 13.857 17.298 23.337
20 C 13.083 16.179 22.681
21 C 12.926 16.334 21.161
22 O 13.786 14.987 22.959
23 H 14.879 17.302 22.958
24 H 13.911 17.049 24.397
25 H 13.368 18.250 23.133
26 H 12.094 16.201 23.138
27 H 12.765 17.385 20.920
28 H 12.045 15.830 20.765
29 H 13.813 15.892 20.706
30 H 14.678 15.168 22.651
31 C 18.799 13.981 21.875
32 C 17.557 14.558 21.241
33 C 17.003 13.670 20.122
34 O 16.605 14.805 22.242
35 H 19.541 13.703 21.126
36 H 18.560 13.192 22.587
37 H 19.182 14.796 22.489
38 H 17.743 15.532 20.787
39 H 17.851 13.521 19.453
40 H 16.186 14.110 19.550
41 H 16.616 12.688 20.392
42 H 16.421 13.947 22.631
43 C 16.820 8.090 21.724
44 C 16.588 9.350 22.581
45 C 17.377 9.094 23.888
46 O 17.035 10.477 21.900
47 H 16.481 8.236 20.698
48 H 16.213 7.291 22.150
49 H 17.865 7.796 21.620
50 H 15.533 9.437 22.841
51 H 17.143 8.092 24.247
52 H 17.113 9.824 24.654
53 H 18.454 9.120 23.718
54 H 16.682 11.200 22.423
55 C 16.115 17.378 26.158
56 C 16.640 16.037 25.719
57 C 18.087 16.086 25.179
58 O 16.630 15.260 26.868
59 H 16.715 17.805 26.962
60 H 15.090 17.301 26.520
61 H 16.162 18.055 25.306
62 H 15.967 15.618 24.971
63 H 18.329 15.116 24.746
64 H 18.806 16.419 25.927
65 H 18.252 16.723 24.310
66 H 16.694 15.842 27.629
67 C 13.664 11.438 20.317
68 C 12.950 12.708 20.677
69 C 11.613 12.868 19.938
70 O 12.545 12.599 22.042
71 H 13.002 10.574 20.251
72 H 14.405 11.232 21.089
73 H 14.141 11.538 19.343
74 H 13.580 13.569 20.455
75 H 11.111 13.753 20.329
76 H 10.971 11.987 19.889
77 H 11.923 12.991 18.900
78 H 11.819 11.970 22.031
79 C 20.877 11.115 23.330
80 C 20.935 11.691 24.721
81 C 22.341 12.082 25.071
82 O 20.054 12.798 24.883
83 H 21.221 10.083 23.266
84 H 21.481 11.705 22.641
85 H 19.850 11.091 22.965
86 H 20.539 10.935 25.398
87 H 22.674 12.760 24.286
88 H 23.014 11.237 24.928
89 H 22.587 12.610 25.992
90 H 19.206 12.512 24.535

Results
* max |F|: 8.50 eV/Å
* 2S+1: 9
* HOMO level (spin up / spin down): -14.144 / -14.138 eV
* charge: +2
* DFT total energy: -112957.5452 eV

Mulliken atomic charge list, values in e, 8 entries:
1. Fe 0.87
2. Fe 0.73
3. C 2.73
4. O -0.95
5. O 1.14
6. O -1.34
7. C -1.47
8. C 0.60

---

Entry 2:
C22H56N2O14 | wB97M-V/def2-TZVPD

Positions of all 94 atoms, in Å:
1 C 5.131 20.461 28.748
2 N 3.772 19.960 28.955
3 O 3.256 19.273 28.084
4 O 3.167 20.321 29.955
5 H 5.751 20.359 29.639
6 H 5.137 21.525 28.511
7 H 5.586 19.877 27.947
8 C 3.616 25.667 26.028
9 N 4.686 26.690 26.162
10 O 4.697 27.604 25.355
11 O 5.452 26.684 27.092
12 H 2.874 25.775 26.819
13 H 4.084 24.683 26.008
14 H 3.188 25.915 25.056
15 C 11.219 25.905 34.034
16 O 10.782 24.736 33.375
17 C 10.550 24.866 31.976
18 C 10.007 23.499 31.492
19 O 8.829 22.986 32.012
20 C 8.668 22.789 33.396
21 H 10.284 26.434 34.217
22 H 11.927 26.503 33.460
23 H 11.586 25.550 34.997
24 H 11.453 25.135 31.430
25 H 9.745 25.585 31.821
26 H 10.740 22.700 31.597
27 H 9.884 23.452 30.410
28 H 9.356 22.178 33.981
29 H 7.652 22.407 33.505
30 H 8.696 23.709 33.980
31 C 9.011 25.170 24.312
32 O 10.149 25.130 25.185
33 C 10.095 25.962 26.381
34 C 11.254 25.465 27.345
35 O 11.100 23.998 27.576
36 C 12.333 23.414 28.029
37 H 8.038 25.059 24.791
38 H 9.044 24.571 23.401
39 H 8.916 26.154 23.853
40 H 9.132 25.865 26.882
41 H 10.231 26.985 26.031
42 H 11.082 25.927 28.317
43 H 12.191 25.871 26.964
44 H 12.803 23.945 28.857
45 H 12.984 23.290 27.164
46 H 12.113 22.400 28.363
47 C 3.216 22.651 20.891
48 O 3.733 22.402 22.187
49 C 2.963 22.981 23.219
50 C 2.144 21.990 23.962
51 O 2.882 21.074 24.825
52 C 3.421 19.932 24.170
53 H 3.276 23.719 20.680
54 H 2.194 22.313 20.720
55 H 3.843 22.090 20.197
56 H 2.426 23.909 23.024
57 H 3.649 23.388 23.962
58 H 1.565 21.374 23.274
59 H 1.407 22.484 24.595
60 H 3.820 19.359 25.006
61 H 4.259 20.181 23.519
62 H 2.642 19.341 23.688
63 C 6.305 24.125 29.811
64 O 6.776 23.033 28.876
65 C 7.336 23.558 27.732
66 C 7.912 22.331 26.975
67 O 7.024 21.389 26.416
68 C 6.221 21.835 25.324
69 H 7.184 24.486 30.345
70 H 5.662 23.587 30.508
71 H 5.866 24.997 29.327
72 H 8.073 24.317 27.996
73 H 6.626 24.132 27.137
74 H 8.544 21.769 27.662
75 H 8.717 22.648 26.312
76 H 5.587 21.009 25.003
77 H 6.817 22.127 24.459
78 H 5.475 22.554 25.661
79 C 8.591 21.347 20.398
80 O 7.660 21.332 21.509
81 C 6.749 20.181 21.466
82 C 7.274 18.835 21.886
83 O 7.718 18.730 23.237
84 C 8.777 19.516 23.636
85 H 9.100 22.310 20.353
86 H 8.163 21.245 19.401
87 H 9.237 20.473 20.488
88 H 6.429 20.102 20.427
89 H 5.820 20.395 21.993
90 H 8.118 18.623 21.229
91 H 6.546 18.039 21.730
92 H 9.627 19.562 22.956
93 H 9.167 19.308 24.632
94 H 8.426 20.540 23.763

Results
* max |F|: 6.71 eV/Å
* 2S+1: 2
* HOMO level (spin up / spin down): -0.317 / -4.098 eV
* energy above the lowest of the compared OMol25 structures with the same formula, charge and spin: 0.000 eV
* charge: -1
* DFT total energy: -55353.1410 eV

Mulliken atomic charge list, values in e, 8 entries:
1. C -0.38
2. N 0.96
3. O -0.55
4. O -0.59
5. H 0.26
6. H 0.09
7. H 0.24
8. C -0.54

---

Entry 3:
C22H57N3O6S6 | wB97M-V/def2-TZVPD

Positions of all 94 atoms, in Å:
1 C 3.545 -2.890 -5.950
2 C 2.290 -3.780 -6.058
3 N 1.743 -3.707 -7.451
4 C 0.392 -4.294 -7.523
5 C -0.725 -3.450 -6.957
6 C 2.648 -4.539 -8.347
7 C 2.522 -4.313 -9.894
8 H 4.438 -3.357 -6.366
9 H 3.864 -2.850 -4.908
10 H 3.386 -1.970 -6.514
11 H 2.480 -4.767 -5.637
12 H 1.666 -3.339 -5.281
13 H 0.100 -4.449 -8.562
14 H 0.282 -5.290 -7.094
15 H -1.632 -3.734 -7.492
16 H -1.014 -3.507 -5.908
17 H -0.543 -2.409 -7.226
18 H 2.558 -5.586 -8.060
19 H 3.704 -4.269 -8.317
20 H 1.691 -4.781 -10.422
21 H 3.423 -4.769 -10.305
22 H 2.357 -3.264 -10.141
23 C 4.960 -8.337 4.380
24 C 4.408 -7.741 3.070
25 N 3.977 -7.237 2.134
26 H 4.268 -9.053 4.825
27 H 4.917 -7.500 5.077
28 H 6.004 -8.650 4.349
29 C 0.172 -1.052 0.455
30 C -0.642 -0.084 -0.390
31 N -1.275 0.737 -0.926
32 H 0.967 -1.515 -0.131
33 H -0.434 -1.849 0.886
34 H 0.556 -0.546 1.341
35 C 3.490 5.732 8.211
36 S 3.096 4.015 7.834
37 O 2.173 3.373 8.897
38 C 2.174 4.309 6.287
39 H 2.589 6.309 8.419
40 H 3.980 6.258 7.392
41 H 4.128 5.894 9.081
42 H 2.882 4.888 5.694
43 H 1.215 4.822 6.353
44 H 1.920 3.357 5.822
45 C -5.041 0.060 6.020
46 S -3.452 -0.173 6.941
47 O -3.699 -0.003 8.405
48 C -3.319 -2.003 6.605
49 H -5.342 1.102 5.914
50 H -5.814 -0.526 6.517
51 H -4.873 -0.381 5.038
52 H -3.676 -2.295 5.617
53 H -3.960 -2.441 7.371
54 H -2.275 -2.219 6.828
55 C -8.457 -0.943 -1.831
56 S -9.114 -1.910 -0.427
57 O -10.008 -1.029 0.427
58 C -10.129 -3.287 -1.273
59 H -7.582 -1.371 -2.320
60 H -8.140 0.007 -1.401
61 H -9.330 -0.726 -2.447
62 H -10.620 -3.944 -0.556
63 H -9.425 -3.959 -1.763
64 H -10.755 -2.789 -2.014
65 C 6.709 -0.409 2.800
66 S 6.660 -1.101 4.497
67 O 5.528 -2.065 4.688
68 C 8.314 -1.981 4.284
69 H 6.999 -1.204 2.113
70 H 7.507 0.322 2.670
71 H 5.809 0.127 2.498
72 H 8.690 -2.515 5.157
73 H 9.075 -1.222 4.106
74 H 8.320 -2.689 3.456
75 C 1.192 5.810 -3.017
76 S 2.741 4.877 -3.743
77 O 3.243 3.911 -2.675
78 C 1.874 3.861 -5.082
79 H 1.272 6.789 -3.489
80 H 1.174 5.997 -1.943
81 H 0.171 5.569 -3.311
82 H 1.176 3.119 -4.693
83 H 2.674 3.383 -5.648
84 H 1.445 4.604 -5.754
85 C -4.366 7.174 2.077
86 S -4.270 9.032 2.049
87 O -3.417 9.384 0.826
88 C -6.013 9.207 1.459
89 H -4.615 6.685 1.135
90 H -5.177 6.850 2.729
91 H -3.451 6.705 2.438
92 H -6.345 8.434 0.766
93 H -6.067 10.139 0.897
94 H -6.539 9.219 2.414

Results
* max |F|: 3.50 eV/Å
* HOMO level: -8.716 eV
* charge: 0
* DFT total energy: -105495.0923 eV

Mulliken atomic charge list, values in e, 8 entries:
1. C -1.30
2. C -0.40
3. N -0.03
4. C -0.29
5. C -1.43
6. C -0.35
7. C -1.34
8. H 0.28

---

- The lowest DFT total energy belongs to which entry?
  C22H56Fe2O10

---

- Among the records above, which one has the lowest charge?
  C22H56N2O14

---

- The lowest max |F| belongs to which entry?
  C22H57N3O6S6